No. 1
# C4H17N11

A cluster of 3 separate species, C4H17N11 in total (ωB97M-V with the def2-TZVPD basis set, the Open Molecules 2025 dataset).

The total charge is +2. For the HOMO-LUMO gap, the calculation gives 8.58 eV.

XYZ file:
```
32
Properties=species:S:1:pos:R:3:forces:R:3
C 0.8871 0.0754 0.7518 -1.25 1.73 -1.40
C 1.7695 -1.0260 0.1515 -0.69 1.08 2.80
C 1.2306 1.5455 0.0441 -1.61 -2.28 1.85
C -1.0837 1.2243 0.0685 -0.20 -1.93 0.22
N 2.1819 -0.9148 -1.1069 1.77 -1.75 -0.05
N 2.0726 0.1361 -1.7924 -1.24 0.89 -0.85
N -0.4849 -0.0352 0.2015 0.40 1.30 0.26
N 1.4120 1.1756 -1.3725 0.82 0.73 -0.20
N 0.9007 0.1259 2.1527 -0.27 0.23 1.74
N 2.1978 -1.9247 1.0269 0.51 0.51 0.07
N 2.2839 2.1909 0.6895 -1.77 -0.18 -0.84
N -2.3433 1.3916 -0.1610 1.26 -1.52 0.21
N -0.1170 2.1725 0.2388 1.42 -0.26 -0.66
N 0.2096 -2.8570 -0.7558 0.28 -1.07 -1.33
N -4.3529 -0.2487 -1.0422 -0.10 -1.50 4.35
H -1.0582 -0.7922 0.5162 -0.07 -0.41 0.05
H 1.4616 1.9550 -2.0259 0.23 -0.26 -0.13
H 1.8138 0.0215 2.6050 -0.49 0.55 -0.24
H 0.3317 0.8903 2.6164 1.04 -1.28 -1.00
H 1.8110 -1.7909 2.0520 1.10 -0.89 -2.75
H 2.9714 -2.5938 0.7171 -1.55 1.03 0.92
H 3.0078 1.5877 1.0384 0.56 0.77 -0.14
H 2.3273 3.1659 0.4456 1.14 0.06 0.49
H -2.4564 2.3498 -0.3021 -0.94 2.02 -0.22
H -3.6271 0.4600 -0.6914 0.28 0.48 -0.48
H 1.0200 -3.0501 -1.4027 -0.91 0.32 0.89
H -0.3260 3.0755 -0.1578 0.26 0.30 0.03
H 0.2514 -3.5994 -0.0683 0.32 -0.12 0.42
H -0.5692 -3.2113 -1.3154 -0.10 0.43 -0.14
H -4.2259 -0.5504 -1.9793 0.33 -0.65 -0.92
H -5.3153 0.0721 -0.9007 0.18 0.10 -0.13
H -4.1819 -1.0209 -0.2415 -0.72 1.56 -2.81
```
Forces are in eV/Å.

Results of the natural (NBO) charge analysis, in e, for atoms 1 through 6: number 1, C, carries 0.1964; number 2, C, carries 0.5757; number 3, C, carries 0.3895; number 4, C, carries 0.6320; number 5, N, carries -0.3500; number 6, N, carries 0.1898

No. 2
# CH3NOS

A structure of composition CH3NOS (ωB97M-V with the def2-TZVPD basis set, the Open Molecules 2025 dataset).

The total charge is 0. For the HOMO-LUMO gap, the calculation gives 8.84 eV.

XYZ file:
```
7
Properties=species:S:1:pos:R:3:forces:R:3
C -0.9111 0.1042 -0.1734 0.94 -0.02 1.11
H 1.1138 -1.6807 0.9034 1.78 2.73 -2.60
H 0.4965 1.5399 -0.2864 0.17 -1.81 0.96
H -1.5479 0.9604 -0.1168 -0.87 0.98 -0.33
N 0.3970 0.5446 0.0808 -0.18 1.29 -1.76
O -1.3426 -1.0118 -0.1922 0.51 -0.49 -0.26
S 1.7943 -0.4566 -0.2154 -2.35 -2.69 2.88
```
Forces are in eV/Å.

Results of the natural (NBO) charge analysis, in e, for atoms 1 through 6: number 1, C, carries 0.5239; number 2, H, carries 0.1778; number 3, H, carries 0.4021; number 4, H, carries 0.1056; number 5, N, carries -0.7867; number 6, O, carries -0.5542

No. 3
# C16H21MoNO6S4

A structure of composition C16H21MoNO6S4 (ωB97M-V with the def2-TZVPD basis set, the Open Molecules 2025 dataset).

Its multiplicity is 2. As for the expectation value of S²: 0.8743. The total charge is +1. For the HOMO-LUMO gap (alpha / beta), the calculation gives 5.97 / 6.76 eV.

XYZ file:
```
49
Properties=species:S:1:pos:R:3:forces:R:3
Mo -0.0130 -0.0326 -0.1307 0.87 0.83 1.09
C 0.7602 -0.7306 -3.0516 0.35 -0.99 -0.33
C -0.1461 -1.9376 -2.7934 0.12 0.35 -0.50
O -0.1921 -2.1696 -1.3989 0.04 0.58 0.54
C -1.0405 -3.2438 -1.0059 -0.53 -0.28 0.36
C -2.0807 -2.7278 -0.0086 0.28 -0.06 -0.11
O -2.6035 -1.5423 -0.5790 -0.05 0.00 -0.12
C -3.3268 -0.6999 0.2998 -0.02 0.18 0.16
C -3.2707 0.7127 -0.3033 -0.61 -0.41 0.52
O -1.9867 0.9791 -0.8631 0.95 -0.37 0.14
C -1.9608 0.9627 -2.2850 0.26 0.09 -0.82
C -0.5423 1.3169 -2.7384 -0.67 0.95 -0.05
O 0.4387 0.4089 -2.2766 -0.15 -0.34 0.70
H 0.7478 -0.4828 -4.1187 0.02 0.01 0.13
H 1.7834 -0.9863 -2.7450 -0.27 0.03 -0.16
H 0.2891 -2.8082 -3.3078 -0.10 0.20 0.07
H -1.1599 -1.7691 -3.1897 0.18 -0.09 0.13
H -0.4238 -4.0204 -0.5415 -0.13 0.04 -0.11
H -1.5469 -3.6540 -1.8855 0.11 0.04 0.06
H -1.5981 -2.5046 0.9545 -0.15 -0.04 -0.14
H -2.8688 -3.4766 0.1474 0.16 0.04 -0.01
H -2.8636 -0.7050 1.2956 -0.13 -0.03 -0.26
H -4.3691 -1.0307 0.3963 0.08 0.11 -0.04
H -3.4526 1.4667 0.4707 0.01 -0.16 -0.14
H -4.0289 0.8140 -1.0835 0.13 0.08 -0.01
H -2.6496 1.7267 -2.6741 0.14 -0.15 0.09
H -2.2716 -0.0226 -2.6624 -0.01 0.22 0.16
H -0.2561 2.2750 -2.2756 -0.18 -0.23 -0.27
H -0.5012 1.4109 -3.8306 -0.01 -0.08 0.17
O -0.9714 4.0985 5.3378 -0.13 0.27 0.29
C -0.7480 3.3772 4.4215 0.20 -0.33 -0.30
S -1.0924 1.6278 4.4263 -0.02 -0.09 -0.02
C -0.4838 1.2926 2.8184 -0.04 0.23 0.12
C 0.0176 2.3382 2.1167 -0.01 0.12 0.23
S 0.7224 2.1759 0.5446 -0.63 -1.20 -0.20
S -0.0116 3.9114 2.8887 0.05 -0.06 -0.11
S -0.5109 -0.3333 2.2221 0.23 0.18 -1.18
O 1.9192 -0.9472 -0.0223 -1.74 -0.19 -0.83
N 2.7854 -0.3079 0.7191 1.44 0.76 0.78
C 3.6173 0.5718 0.1355 0.14 0.16 -0.10
C 4.5608 1.2489 0.8740 0.05 -0.10 0.21
C 4.6578 1.0107 2.2381 -0.30 -0.11 -0.08
C 3.7787 0.1059 2.8190 0.26 0.19 -0.13
C 2.8495 -0.5425 2.0380 -0.12 -0.26 0.18
H 3.4872 0.7184 -0.9274 -0.11 -0.12 0.07
H 5.2169 1.9557 0.3893 -0.03 -0.01 -0.10
H 5.3902 1.5257 2.8391 0.07 0.04 0.03
H 3.8208 -0.1059 3.8745 -0.07 -0.04 0.09
H 2.1291 -1.2486 2.4305 0.08 0.06 -0.17
```
Forces are in eV/Å.

Results of the natural (NBO) charge analysis, in e, for atoms 1 through 6: number 1, Mo, carries 0.7523; number 2, C, carries -0.0949; number 3, C, carries -0.0906; number 4, O, carries -0.5525; number 5, C, carries -0.0715; number 6, C, carries -0.0881

Going through the records in order, we get calculated total energy values of -764.3138, -568.0096, -2789.1359 hartree.
Going through the records in order, we get ΔE to the lowest compared entry with this formula, charge and spin values of 28.38, 57.18, 0.00 kcal/mol.